The following is a quantum chemistry calculation of a structure of composition C34H33ClFN2O7Pt in a non-equilibrium geometry, from the OMol25 dataset.

Last column: Mulliken charge in e.
CARTESIAN COORDINATES (ANGSTROEM)
Pt -0.012 -0.474 -0.061  1.353
O 0.198 -1.082 1.829  -0.482
C 1.397 -1.225 2.358  -0.670
C 2.571 -0.506 1.993  1.131
C 3.743 -0.699 2.734  -0.732
C 4.912 -0.066 2.387  -0.168
C 4.984 0.764 1.268  -0.662
C 3.844 0.965 0.527  -0.452
C 2.616 0.385 0.875  0.289
O 1.564 0.698 0.146  -0.729
N 6.121 -0.268 3.204  1.015
O 7.135 0.312 2.875  -0.658
O 6.064 -0.998 4.171  -0.651
H 1.489 -1.985 3.136  0.312
H 3.728 -1.351 3.597  0.458
H 5.926 1.221 0.998  0.448
H 3.857 1.595 -0.354  0.425
C -4.403 -1.976 2.222  -1.408
C -2.867 -2.038 2.237  1.021
C -2.371 -2.212 3.679  -1.705
C -2.329 -3.144 1.328  0.939
C -2.454 -4.463 1.746  -0.251
C -1.954 -5.504 0.980  -1.464
C -1.298 -5.217 -0.206  -1.046
C -1.134 -3.911 -0.673  0.611
C -0.343 -3.770 -1.983  0.462
C -0.965 -2.841 -3.037  -1.167
C 1.122 -3.395 -1.713  -1.374
C -1.681 -2.880 0.108  -0.932
N -1.640 -1.499 -0.320  0.247
C -2.899 -0.972 -0.727  1.900
C -3.868 -1.826 -1.286  -0.309
C -5.108 -1.374 -1.705  -1.465
C -5.439 -0.032 -1.570  -1.133
C -4.514 0.840 -1.022  -0.263
C -3.277 0.378 -0.619  -0.061
F -2.490 1.269 -0.053  -0.454
H -4.751 -1.165 2.875  0.411
H -4.828 -2.918 2.594  0.338
H -4.803 -1.796 1.221  0.184
H -2.473 -1.089 1.889  0.100
H -2.958 -2.970 4.215  0.405
H -2.467 -1.266 4.225  0.411
H -1.318 -2.508 3.701  0.315
H -2.954 -4.676 2.690  0.322
H -2.067 -6.531 1.308  0.369
H -0.888 -6.029 -0.803  0.401
H -0.332 -4.773 -2.407  0.657
H -0.884 -1.790 -2.747  -0.250
H -2.024 -3.072 -3.206  0.313
H -0.435 -2.966 -3.988  0.597
H 1.216 -2.412 -1.273  0.004
H 1.693 -3.372 -2.649  0.426
H 1.584 -4.121 -1.035  0.378
H -3.621 -2.875 -1.376  0.564
H -5.815 -2.073 -2.136  0.426
H -6.411 0.337 -1.884  0.578
H -4.730 1.897 -0.903  0.418
C -1.898 4.357 -4.279  -1.578
C -2.619 3.067 -3.986  0.794
C -3.998 3.021 -3.834  -0.668
C -4.647 1.812 -3.617  0.123
Cl -6.394 1.784 -3.432  -0.283
C -3.932 0.636 -3.541  -1.013
C -2.546 0.669 -3.662  -0.401
C -1.897 1.875 -3.890  0.783
O -0.555 1.992 -4.057  -0.459
C 0.201 0.787 -4.148  -0.794
C 0.588 0.204 -2.816  0.818
O -0.359 0.301 -1.915  -0.711
O 1.684 -0.334 -2.744  -0.654
H -2.542 5.213 -4.068  0.395
H -1.602 4.404 -5.329  0.305
H -0.987 4.444 -3.688  0.308
H -4.576 3.939 -3.888  0.384
H -4.441 -0.306 -3.367  1.103
H -1.978 -0.247 -3.536  0.159
H 1.115 1.007 -4.678  0.342
H -0.359 0.036 -4.709  0.304

Values from the calculation:
Kohn-Sham gap (alpha / beta) = 5.27 / 5.98 eV
charge = -1
F_max = 2.1 eV Å⁻¹
multiplicity = 3

***

The following is a quantum chemistry calculation of a cluster of 5 separate species, C34H33F4N2O in total in a non-equilibrium geometry, from the OMol25 dataset.

Last column: Mulliken charge in e.
CARTESIAN COORDINATES (ANGSTROEM)
N -2.912 1.362 -0.924  -0.661
C -1.528 1.155 -1.294  -1.238
C -1.018 -0.273 -1.062  0.595
N -1.927 -1.206 -1.654  -0.783
C -1.444 -2.554 -1.579  0.361
C -2.309 -3.180 -0.540  -0.871
O -3.223 -3.952 -0.771  -0.659
C -2.109 -2.686 0.865  0.663
C -2.956 -1.732 1.422  0.001
C -2.749 -1.307 2.732  -0.801
C -1.704 -1.853 3.475  -0.466
C -0.861 -2.809 2.925  -0.829
C -1.058 -3.222 1.608  0.030
H -3.486 0.734 -1.464  0.358
H -3.042 1.181 0.058  0.251
H -1.402 1.358 -2.355  0.310
H -0.916 1.855 -0.720  0.339
H -0.847 -0.394 0.030  0.042
H -0.008 -0.354 -1.526  0.083
H -0.385 -2.610 -1.250  -0.338
H -1.564 -3.108 -2.515  0.336
H -3.746 -1.329 0.807  0.503
H -3.403 -0.560 3.153  0.421
H -1.541 -1.521 4.491  0.380
H -0.050 -3.240 3.488  0.407
H -0.409 -3.954 1.155  0.527
F 0.169 4.148 -3.142  -0.331
C -0.020 5.040 -2.154  0.273
C -1.270 5.155 -1.584  -0.325
C -1.451 6.069 -0.557  -0.399
C -0.390 6.854 -0.123  -0.506
C 0.865 6.708 -0.702  -0.302
C 1.055 5.791 -1.725  -0.387
H -2.077 4.521 -1.929  0.381
H -2.422 6.158 -0.087  0.371
H -0.535 7.563 0.682  0.365
H 1.700 7.300 -0.351  0.371
H 2.023 5.634 -2.182  0.481
F 4.380 5.363 -2.561  -0.361
C 4.636 4.927 -1.309  0.147
C 4.554 3.576 -1.042  -0.274
C 4.789 3.138 0.252  -0.227
C 5.128 4.045 1.248  -0.611
C 5.207 5.400 0.953  -0.388
C 4.945 5.852 -0.333  -0.328
H 4.279 2.887 -1.830  0.434
H 4.701 2.086 0.482  0.390
H 5.305 3.699 2.257  0.383
H 5.451 6.111 1.730  0.360
H 4.983 6.904 -0.582  0.470
F 3.219 0.289 -0.540  -0.302
C 3.317 -0.524 -1.610  0.447
C 2.373 -1.517 -1.777  -0.625
C 2.468 -2.343 -2.885  -0.337
C 3.499 -2.173 -3.800  -0.573
C 4.437 -1.168 -3.610  -0.396
C 4.348 -0.330 -2.508  -0.376
H 1.571 -1.622 -1.058  0.654
H 1.727 -3.116 -3.039  0.401
H 3.566 -2.820 -4.665  0.378
H 5.240 -1.033 -4.322  0.362
H 5.065 0.463 -2.343  0.394
F -4.662 -6.656 5.805  -0.340
C -4.424 -6.445 4.485  0.445
C -4.216 -7.533 3.665  -0.510
C -3.972 -7.311 2.315  -0.304
C -3.938 -6.018 1.809  -0.593
C -4.150 -4.941 2.659  -0.095
C -4.397 -5.150 4.008  -0.618
H -4.242 -8.533 4.080  0.405
H -3.809 -8.154 1.656  0.376
H -3.744 -5.837 0.760  0.453
H -4.116 -3.936 2.265  0.371
H -4.564 -4.322 4.685  0.432

Values from the calculation:
Kohn-Sham gap = 5.01 eV
charge = -1
F_max = 1.0 eV Å⁻¹

***

The following is a quantum chemistry calculation of a structure of composition C34H33FIrNSi in a non-equilibrium geometry, from the OMol25 dataset.

Last column: Mulliken charge in e.
CARTESIAN COORDINATES (ANGSTROEM)
Ir 0.154 1.522 -0.043  0.291
C 2.878 2.108 -1.813  -1.278
N 2.669 1.967 -0.374  0.436
C 3.610 0.995 0.171  -1.230
C 2.855 3.267 0.277  -0.834
C 1.689 4.183 0.022  0.777
C 1.919 5.537 -0.177  -0.874
C 0.863 6.418 -0.314  -0.627
C -0.433 5.943 -0.233  -0.917
C -0.667 4.588 -0.063  -0.203
C 0.379 3.668 0.038  0.375
H 3.908 2.419 -2.028  0.355
H 2.199 2.863 -2.209  0.376
H 2.693 1.156 -2.309  0.379
H 4.646 1.336 0.052  0.415
H 3.498 0.041 -0.341  0.356
H 3.414 0.840 1.230  0.278
H 3.793 3.737 -0.055  0.389
H 2.919 3.103 1.357  0.425
H 2.935 5.902 -0.221  0.388
H 1.051 7.465 -0.482  0.391
H -1.267 6.623 -0.299  0.407
H -1.694 4.268 0.003  0.269
F -2.888 -3.840 -1.471  -0.339
C -2.829 -2.581 -0.995  -0.101
C -3.017 -1.545 -1.880  -0.596
C -2.990 -0.197 -1.564  -0.304
C -2.808 0.412 -0.288  0.033
C -2.429 1.738 -0.217  -1.962
C -2.900 -0.378 0.973  0.120
C -2.758 -2.467 0.463  -0.105
H -3.154 -1.819 -2.918  0.493
H -3.102 0.489 -2.390  0.508
H -2.537 2.267 0.720  0.607
H -2.476 2.325 -1.123  0.489
H -2.987 0.282 1.837  0.614
H -2.725 -3.449 0.937  0.602
C 0.241 -2.658 -4.173  -0.797
C 0.385 -1.296 -3.961  -0.929
C 0.269 -0.787 -2.680  -0.769
C 0.020 -1.624 -1.598  0.978
C -0.120 -2.990 -1.829  -0.055
C -0.019 -3.504 -3.109  -0.967
Si -0.073 -0.901 0.172  0.221
C -1.753 -1.430 1.075  2.431
C -3.926 -1.530 0.920  0.198
C -4.510 -1.928 2.215  -1.317
C -3.799 -2.201 3.320  -0.663
C -2.368 -2.127 3.437  -0.718
C -1.477 -1.788 2.491  -1.263
C 1.412 -1.624 1.150  0.525
C 2.091 -2.758 0.719  -0.757
C 3.112 -3.300 1.482  -0.727
C 3.488 -2.701 2.672  -0.736
C 2.836 -1.555 3.100  -0.669
C 1.812 -1.023 2.342  -0.265
H 0.338 -3.062 -5.168  0.430
H 0.594 -0.635 -4.790  0.477
H 0.365 0.287 -2.502  0.439
H -0.309 -3.659 -1.000  0.625
H -0.144 -4.561 -3.274  0.484
H -4.708 -1.408 0.170  0.646
H -5.585 -2.028 2.244  0.456
H -4.324 -2.505 4.214  0.438
H -1.972 -2.371 4.415  0.470
H -0.441 -1.781 2.793  0.199
H 1.825 -3.228 -0.215  0.406
H 3.605 -4.199 1.144  0.450
H 4.291 -3.113 3.263  0.413
H 3.126 -1.079 4.024  0.457
H 1.312 -0.118 2.668  0.487

Values from the calculation:
Kohn-Sham gap (alpha / beta) = 3.75 / 3.78 eV
charge = +1
F_max = 2.5 eV Å⁻¹
multiplicity = 2